(1)
The following is a quantum chemistry calculation of a structure of composition C50H44BrN5O4P2Pb, from the OMol25 dataset.

Element x y z (Å)
Pb -0.655 -0.593 -0.815
O 1.326 5.429 2.763
C 0.842 4.317 3.481
C 0.559 3.201 2.516
C 0.162 1.950 2.976
C -0.089 0.954 2.059
N 0.047 1.130 0.740
C 0.430 2.330 0.284
C 0.684 3.384 1.149
C 0.598 2.473 -1.188
C 1.230 3.569 -1.754
C 1.397 3.632 -3.128
C 2.094 4.813 -3.763
O 2.710 5.655 -2.820
C 0.908 2.584 -3.901
C 0.289 1.527 -3.267
N 0.136 1.469 -1.943
H 1.462 6.166 3.365
H -0.083 4.553 4.020
H 1.571 3.964 4.219
H 0.047 1.746 4.033
H -0.410 -0.028 2.382
H 0.985 4.352 0.780
H 1.633 4.367 -1.149
H 1.345 5.416 -4.281
H 2.794 4.456 -4.523
H 3.598 5.332 -2.632
H 1.022 2.576 -4.978
H -0.089 0.685 -3.837
N 2.660 -1.203 0.781
P 1.295 -2.097 1.297
C 1.632 -2.299 3.067
C 1.277 -3.471 3.732
C 1.449 -3.572 5.106
C 1.981 -2.510 5.822
C 2.341 -1.340 5.165
C 2.160 -1.230 3.795
C 1.493 -3.767 0.614
C 0.394 -4.354 -0.010
C 0.504 -5.608 -0.598
C 1.719 -6.274 -0.570
C 2.822 -5.695 0.049
C 2.709 -4.449 0.642
P 2.507 -0.676 -0.836
C 3.426 -1.860 -1.854
C 2.690 -2.698 -2.689
C 3.324 -3.693 -3.421
C 4.698 -3.853 -3.316
C 5.440 -3.019 -2.487
C 4.809 -2.023 -1.760
C 3.502 0.840 -0.894
C 4.062 1.252 -2.105
C 4.741 2.459 -2.184
C 4.855 3.271 -1.061
C 4.288 2.874 0.142
C 3.616 1.662 0.226
H 3.578 -1.454 1.140
H 0.882 -4.314 3.177
H 1.181 -4.488 5.614
H 2.125 -2.596 6.891
H 2.769 -0.517 5.722
H 2.448 -0.318 3.284
H -0.558 -3.831 -0.034
H -0.355 -6.063 -1.074
H 1.810 -7.250 -1.029
H 3.768 -6.219 0.071
H 3.573 -4.007 1.126
H 1.613 -2.583 -2.759
H 2.747 -4.342 -4.066
H 5.196 -4.627 -3.885
H 6.512 -3.144 -2.413
H 5.393 -1.369 -1.123
H 3.994 0.615 -2.978
H 5.209 2.750 -3.117
H 5.409 4.201 -1.114
H 4.383 3.501 1.019
H 3.187 1.343 1.170
C -2.454 -2.032 2.232
O -2.482 -1.048 1.195
C -3.629 -0.298 1.082
C -4.731 -0.457 1.884
C -5.854 0.359 1.696
Br -7.351 0.124 2.817
C -5.863 1.311 0.718
C -4.736 1.479 -0.107
C -3.588 0.679 0.051
O -2.519 0.830 -0.689
C -4.737 2.492 -1.134
N -3.706 2.763 -1.936
C -4.036 3.798 -2.805
C -3.319 4.432 -3.809
C -3.972 5.440 -4.493
C -5.291 5.802 -4.185
C -6.003 5.169 -3.185
C -5.344 4.159 -2.501
N -5.742 3.323 -1.457
H -2.599 -1.567 3.208
H -1.469 -2.490 2.192
H -3.220 -2.791 2.066
H -4.755 -1.203 2.665
H -6.743 1.929 0.599
H -2.854 2.212 -1.827
H -2.302 4.149 -4.046
H -3.457 5.964 -5.286
H -5.762 6.596 -4.748
H -7.021 5.450 -2.951
H -6.645 3.329 -1.013

Charge = +2
Gap between HOMO and LUMO = 7.19 eV
Calculated total energy = -5955.74495 a.u.
LUMO level = -5.1 eV
E_HOMO = -12.2603 eV

(2)
The following is a quantum chemistry calculation of a structure of composition C50H44FN4O6Ru in a non-equilibrium geometry, from the OMol25 dataset.

Element x y z (Å)
Ru -0.229 0.869 -0.121
C 5.140 2.602 5.041
C 4.173 1.483 5.442
C 3.680 1.770 6.859
C 2.596 0.786 7.267
C 1.467 0.901 6.285
C 0.146 0.733 6.705
C -0.872 0.816 5.779
F -2.148 0.628 6.190
C -0.633 1.071 4.446
C 0.686 1.266 4.013
C 0.937 1.519 2.614
O -0.060 1.772 1.839
C 2.310 1.464 2.223
C 3.295 1.411 3.170
N 3.048 1.388 4.515
C 1.747 1.192 4.950
C 2.752 1.415 0.766
O 3.893 1.751 0.489
O 1.897 0.963 -0.059
H 5.808 2.800 5.876
H 4.592 3.515 4.818
H 5.742 2.343 4.177
H 4.712 0.520 5.441
H 3.269 2.781 6.895
H 4.531 1.721 7.538
H 2.247 1.008 8.278
H 2.999 -0.233 7.265
H -0.068 0.531 7.742
H -1.438 1.114 3.730
H 4.324 1.373 2.850
O 0.542 1.106 -2.555
C 0.300 2.311 -3.231
C 0.019 3.533 -2.105
O 0.047 4.648 -2.561
O -0.224 3.066 -1.000
C -1.025 2.312 -3.924
C -2.021 1.399 -3.587
C -3.227 1.411 -4.264
C -3.453 2.334 -5.272
C -2.490 3.289 -5.563
C -1.285 3.287 -4.888
C 1.439 2.610 -4.179
C 1.631 1.673 -5.195
C 2.600 1.871 -6.158
C 3.405 2.998 -6.109
C 3.248 3.907 -5.077
C 2.274 3.713 -4.110
H 1.448 1.120 -2.197
H -1.840 0.685 -2.793
H -3.997 0.702 -3.998
H -4.381 2.320 -5.825
H -2.678 4.046 -6.312
H -0.549 4.049 -5.091
H 1.007 0.791 -5.223
H 2.718 1.152 -6.956
H 4.156 3.161 -6.868
H 3.882 4.779 -5.025
H 2.159 4.432 -3.316
C -2.404 -3.672 -2.700
C -2.706 -4.597 -1.559
C -3.697 -5.563 -1.681
C -3.959 -6.459 -0.659
C -3.215 -6.415 0.508
C -2.231 -5.456 0.658
C -1.982 -4.542 -0.360
N -0.977 -3.561 -0.169
C -1.190 -2.212 -0.261
N -2.482 -1.833 -0.166
C -3.038 -0.546 -0.206
C -2.258 0.612 -0.102
C -2.917 1.846 -0.110
C -4.288 1.927 -0.261
C -5.038 0.766 -0.375
C -4.435 -0.480 -0.333
C -5.268 -1.728 -0.395
N -0.219 -1.369 -0.438
C 1.113 -1.810 -0.513
C 1.752 -1.821 -1.752
C 3.064 -2.239 -1.855
C 3.746 -2.655 -0.721
C 3.129 -2.591 0.519
C 1.816 -2.163 0.651
C 1.155 -2.050 1.993
H -2.742 -4.118 -3.632
H -1.335 -3.472 -2.770
H -2.908 -2.712 -2.584
H -4.264 -5.618 -2.598
H -4.735 -7.199 -0.779
H -3.405 -7.117 1.305
H -1.644 -5.405 1.564
H -0.019 -3.868 -0.082
H -3.136 -2.584 0.010
H -2.335 2.753 0.010
H -4.778 2.889 -0.271
H -6.110 0.830 -0.486
H -6.307 -1.464 -0.556
H -5.208 -2.281 0.543
H -4.955 -2.384 -1.206
H 1.197 -1.487 -2.618
H 3.563 -2.227 -2.814
H 4.769 -2.996 -0.798
H 3.687 -2.855 1.407
H 1.900 -1.986 2.782
H 0.521 -2.916 2.192
H 0.527 -1.154 2.025

Charge = 0
Spin multiplicity = 6
Gap between HOMO and LUMO (alpha / beta) = 5.94 / 6.20 eV
Calculated total energy = -2796.97117 a.u.
LUMO level (alpha / beta) = -0.7 / -1.1 eV
E_HOMO (alpha / beta) = -6.6171 / -7.3084 eV